The following is a DFT calculation (the ωB97M-V functional and the def2-TZVPD basis) of a cluster of 2 separate species, C6H9NO3 in total.

The geometry in ORCA input format:
```
! RIJCOSX wB97M-V def2-TZVPD def2/J DEFGRID3
* xyz 0 1
C 0.40 -0.25 -0.96
C 1.84 -2.37 0.21
C -1.12 0.64 0.77
C -0.67 -0.64 -1.86
C 1.68 -0.39 -1.32
C -1.17 1.09 2.21
N 0.15 0.31 0.31
O 1.75 -3.27 -0.49
O -2.15 0.57 0.12
O 1.16 0.37 1.22
H -1.37 -1.13 -1.27
H -0.32 -1.14 -2.75
H -1.27 0.03 -2.37
H 1.80 -0.41 1.10
H 1.77 -0.74 -2.39
H 2.59 -0.02 -0.74
H -0.57 2.08 2.25
H -0.58 0.50 2.99
H -2.15 1.12 2.73
*
```

Summary:
- LUMO level: 0.720 eV
- Relative energy (zero: lowest compared OMol25 entry of this formula, charge and spin): 3.619 eV
- HOMO: -8.459 eV
- DFT total energy: -13996.9892 eV

Results of the Mulliken charge analysis, in e, for atoms 1 through 8: atom 1 (C): 0.947, atom 2 (C): 0.123, atom 3 (C): 0.625, atom 4 (C): -1.560, atom 5 (C): -1.170, atom 6 (C): -1.101, atom 7 (N): 0.305, atom 8 (O): -0.134